Record 1
Below is CH6P2S as an isolated structure at a distorted geometry, with properties calculated with ωB97M-V/def2-TZVPD.

Geometry as XYZ:
```
10
Properties=species:S:1:pos:R:3
C -0.507 0.533 0.318
P -1.682 -0.461 -0.707
P 0.945 0.677 -0.914
S 2.583 -0.485 -0.061
H -0.585 0.177 1.287
H -0.897 1.570 0.306
H -2.701 -0.370 0.242
H -1.055 -1.595 -0.338
H 2.330 -1.813 0.289
H 1.570 1.768 -0.423
```

Values from the calculation:
E_tot, eV: -30545.4161
Relative energy (zero: lowest compared OMol25 entry of this formula, charge and spin), kJ/mol: 94.7
Kohn-Sham gap, eV: 9.3
Net charge: 0

These are the Mulliken partial charges, in e, on atoms 1 to 8: number 1, C, carries -0.70; number 2, P, carries -0.02; number 3, P, carries 0.10; number 4, S, carries -0.32; number 5, H, carries 0.43; number 6, H, carries 0.28; number 7, H, carries 0.04; number 8, H, carries 0.00

Record 2
Below is C30H48AlF4N2O4P as an isolated structure at a distorted geometry, with properties calculated with ωB97M-V/def2-TZVPD.

Geometry as XYZ:
```
90
Properties=species:S:1:pos:R:3
C 2.747 -3.840 2.290
C 1.510 -3.028 1.919
C 1.881 -1.655 1.360
C 0.657 -0.710 1.172
C 0.473 -0.233 -0.246
C 1.177 0.884 -0.710
P 2.278 1.701 0.556
N 2.808 3.075 -0.251
O 1.023 2.396 1.375
C 0.998 1.262 -2.043
C 1.830 2.354 -2.678
O 2.932 2.123 -3.070
O 1.196 3.519 -2.938
C 0.094 0.591 -2.884
C -0.068 0.960 -4.342
C 0.546 -0.075 -5.266
C 1.880 -0.456 -5.116
C 2.447 -1.397 -5.969
C 1.701 -1.985 -6.995
C 2.327 -2.994 -7.918
C 0.363 -1.610 -7.128
C -0.209 -0.670 -6.276
C -0.613 -0.488 -2.364
C -1.583 -1.229 -3.229
N -0.386 -0.889 -1.078
C -1.125 -2.063 -0.560
C -2.539 -1.715 -0.079
C -2.686 -0.314 0.524
C -3.654 -0.271 1.709
C -2.966 -0.697 3.000
C -1.945 0.323 3.495
C -1.403 -0.027 4.889
C 0.075 0.333 5.033
C 0.334 1.847 4.955
C 1.486 2.260 4.037
O 2.590 2.717 4.789
C 3.750 2.844 4.011
H 3.348 -3.319 3.035
H 3.357 -4.052 1.412
H 2.455 -4.799 2.717
H 0.871 -2.910 2.798
H 0.935 -3.601 1.187
H 2.559 -1.188 2.074
H 2.394 -1.782 0.406
H 0.738 0.157 1.819
H -0.236 -1.224 1.513
H 3.810 3.187 -0.255
H 2.325 3.936 -0.031
H 1.266 2.463 2.309
H 0.766 3.881 -2.151
H -1.122 1.090 -4.584
H 0.406 1.920 -4.528
H 2.498 -0.019 -4.340
H 3.486 -1.674 -5.837
H 3.370 -2.742 -8.108
H 2.321 -3.981 -7.450
H 1.794 -3.062 -8.863
H -0.233 -2.060 -7.912
H -1.248 -0.383 -6.392
H -1.026 -1.869 -3.917
H -2.149 -0.517 -3.826
H -2.297 -1.825 -2.682
H -1.144 -2.832 -1.329
H -0.561 -2.483 0.258
H -3.275 -1.825 -0.875
H -2.801 -2.470 0.666
H -3.058 0.375 -0.238
H -1.726 0.084 0.852
H -4.506 -0.923 1.505
H -4.028 0.747 1.775
H -3.712 -0.852 3.781
H -2.465 -1.660 2.823
H -2.465 1.282 3.538
H -1.100 0.397 2.805
H -1.980 0.484 5.661
H -1.517 -1.101 5.058
H 0.438 -0.056 5.988
H 0.637 -0.201 4.258
H 0.537 2.244 5.948
H -0.564 2.329 4.568
H 1.157 3.059 3.355
H 1.813 1.399 3.429
H 4.048 1.881 3.578
H 3.615 3.575 3.202
H 4.556 3.197 4.650
F -8.013 2.605 1.952
Al -6.462 2.991 2.480
F -5.342 2.657 1.237
F -6.037 2.014 3.798
F -6.361 4.615 2.910
```

Values from the calculation:
E_tot, eV: -69822.9448
Kohn-Sham gap, eV: 8.2
Net charge: 0

These are the Mulliken partial charges, in e, on atoms 1 to 8: number 1, C, carries -1.51; number 2, C, carries -0.20; number 3, C, carries -1.20; number 4, C, carries 1.14; number 5, C, carries -0.09; number 6, C, carries 0.80; number 7, P, carries -0.02; number 8, N, carries -0.44

Record 3
Below is the molecule C19H23N7O at a distorted geometry, with properties calculated with ωB97M-V/def2-TZVPD.

Geometry as XYZ:
```
50
Properties=species:S:1:pos:R:3
C -1.742 -2.910 4.181
C -0.233 -2.782 4.362
C 0.374 -2.434 5.696
C 0.350 -1.363 4.598
C 1.587 -0.967 3.799
O 2.672 -1.183 4.335
N 1.466 -0.434 2.524
C 2.693 -0.013 1.827
C 2.491 1.346 1.156
N 1.269 1.351 0.287
C 1.343 1.495 -1.119
C 2.496 1.846 -1.872
N 2.449 2.035 -3.206
C 1.274 1.825 -3.809
C 1.295 2.068 -5.231
N 1.238 2.315 -6.377
C 0.132 1.427 -3.085
C -1.168 1.118 -3.731
C -2.243 0.361 -3.141
N -3.303 0.284 -3.887
N -2.989 1.010 -5.009
C -3.782 1.203 -6.237
C -1.723 1.554 -4.921
N 0.196 1.260 -1.754
C 0.035 1.028 1.029
C 0.187 -0.306 1.795
C 0.092 -1.481 0.807
H -2.074 -3.544 4.966
H -2.271 -1.943 4.235
H -2.008 -3.317 3.208
H 0.290 -3.401 3.604
H 1.331 -2.929 5.965
H -0.363 -2.344 6.503
H -0.332 -0.566 4.807
H 3.553 0.094 2.545
H 2.943 -0.717 1.032
H 2.425 2.136 1.926
H 3.419 1.570 0.607
H 3.409 2.084 -1.361
H -2.214 -0.060 -2.165
H -4.020 0.255 -6.709
H -3.188 1.813 -6.984
H -4.700 1.763 -5.991
H -1.232 2.219 -5.618
H -0.154 1.830 1.764
H -0.860 0.981 0.420
H -0.654 -0.302 2.517
H 0.955 -1.485 0.163
H 0.091 -2.416 1.372
H -0.802 -1.372 0.180
```

Values from the calculation:
E_tot, eV: -32552.6588
SMILES: C[C@@H]1C[C@H]1C(=O)N1CCN(c2cnc(C#N)c(-c3cnn(C)c3)n2)C[C@H]1C
Relative energy (zero: lowest compared OMol25 entry of this formula, charge and spin), kJ/mol: 0.0
Kohn-Sham gap, eV: 8.5
Net charge: 0

These are the Mulliken partial charges, in e, on atoms 1 to 8: number 1, C, carries -1.61; number 2, C, carries 0.37; number 3, C, carries -0.83; number 4, C, carries -0.27; number 5, C, carries 0.26; number 6, O, carries -0.70; number 7, N, carries 0.23; number 8, C, carries -0.70

Record 4
Below is C7H12B3Cl13NO4P as an isolated structure at a distorted geometry, with properties calculated with ωB97M-V/def2-TZVPD.

Geometry as XYZ:
```
41
Properties=species:S:1:pos:R:3
C 3.475 2.084 1.168
C 2.040 2.444 0.634
N 1.618 3.629 0.894
C 1.288 1.349 -0.201
B -0.203 1.043 0.286
O -0.765 -0.223 -0.118
B -1.655 -0.732 0.852
Cl -1.779 -2.564 0.932
O -2.466 0.074 1.689
B -2.360 1.397 1.129
P -3.927 2.381 0.591
O -3.850 2.871 -0.858
O -1.034 1.915 1.041
H 3.683 0.995 1.102
H 3.665 2.505 2.181
H 4.196 2.574 0.452
H 0.694 3.719 0.453
H 1.348 1.595 -1.300
H 1.856 0.359 -0.099
H -4.063 3.505 1.481
H -5.105 1.579 0.750
C 4.499 -2.043 -0.301
Cl 5.672 -0.800 0.149
Cl 4.625 -3.433 0.782
Cl 2.841 -1.400 -0.302
H 4.732 -2.375 -1.309
C 6.758 -4.246 -3.223
Cl 7.914 -2.991 -2.764
Cl 6.878 -5.633 -2.136
Cl 5.110 -3.600 -3.226
H 6.994 -4.578 -4.229
C -6.611 5.415 -1.701
Cl -5.522 6.721 -1.221
Cl -6.435 4.030 -0.619
Cl -8.287 5.980 -1.728
H -6.342 5.098 -2.704
C -3.844 -5.678 2.385
Cl -2.636 -5.978 1.129
Cl -5.102 -4.587 1.791
Cl -4.552 -7.199 2.943
H -3.350 -5.203 3.226
```

Values from the calculation:
E_tot, eV: -191249.6871
Kohn-Sham gap, eV: 9.4
Net charge: 0

These are the Mulliken partial charges, in e, on atoms 1 to 8: number 1, C, carries -0.74; number 2, C, carries 0.58; number 3, N, carries -0.76; number 4, C, carries 0.62; number 5, B, carries 0.46; number 6, O, carries -0.22; number 7, B, carries 0.26; number 8, Cl, carries -0.15

Record 5
Below is C45H48N5O6P2SSn as an isolated structure, with properties calculated with ωB97M-V/def2-TZVPD.

Geometry as XYZ:
```
108
Properties=species:S:1:pos:R:3
Sn -0.768 -0.576 0.962
O -3.285 -2.610 -0.499
C -4.110 -1.487 -0.684
C -3.592 -0.527 -1.741
N -2.416 0.239 -1.308
C -1.400 0.295 -2.351
C -0.736 -1.073 -2.638
O -0.187 -1.180 -3.746
O -0.799 -1.938 -1.724
C -2.785 1.554 -0.821
C -1.669 2.282 -0.064
O -1.579 3.495 -0.154
O -0.880 1.557 0.675
H -2.418 -2.449 -0.940
H -4.228 -0.946 0.263
H -5.106 -1.836 -0.987
H -4.396 0.159 -2.045
H -3.328 -1.112 -2.625
H -0.592 0.957 -2.021
H -1.795 0.713 -3.288
H -3.605 1.434 -0.104
H -3.132 2.220 -1.624
C 7.467 0.501 0.192
S 7.325 0.346 -1.601
C 6.613 -1.318 -1.766
C 5.093 -1.390 -1.846
C 4.438 -0.880 -0.572
N 2.975 -0.979 -0.521
P 2.078 -2.309 0.126
C 3.333 -3.029 1.246
C 4.309 -3.952 0.872
C 5.253 -4.386 1.791
C 5.232 -3.901 3.093
C 4.257 -2.992 3.479
C 3.306 -2.565 2.561
C 1.971 -3.555 -1.206
C 2.275 -3.290 -2.535
C 2.061 -4.254 -3.510
C 1.540 -5.491 -3.166
C 1.204 -5.752 -1.844
C 1.404 -4.784 -0.875
P 2.007 0.432 -0.631
C 2.703 1.195 -2.151
C 2.172 0.768 -3.371
C 2.735 1.202 -4.563
C 3.822 2.065 -4.554
C 4.348 2.500 -3.346
C 3.791 2.069 -2.151
C 2.683 1.574 0.633
C 3.550 1.157 1.639
C 4.004 2.053 2.598
C 3.567 3.368 2.585
C 2.663 3.781 1.613
C 2.224 2.891 0.647
H 8.027 1.415 0.386
H 8.022 -0.340 0.609
H 6.499 0.580 0.683
H 6.982 -1.914 -0.926
H 7.053 -1.740 -2.670
H 4.813 -2.433 -2.012
H 4.728 -0.814 -2.701
H 4.703 0.170 -0.444
H 4.869 -1.416 0.280
H 4.321 -4.333 -0.143
H 6.008 -5.103 1.491
H 5.970 -4.241 3.809
H 4.228 -2.624 4.497
H 2.528 -1.865 2.855
H 2.618 -2.305 -2.820
H 2.276 -4.023 -4.546
H 1.363 -6.239 -3.929
H 0.761 -6.703 -1.574
H 1.100 -4.979 0.149
H 1.324 0.090 -3.401
H 2.314 0.862 -5.501
H 4.259 2.400 -5.487
H 5.202 3.166 -3.329
H 4.217 2.407 -1.215
H 3.874 0.124 1.679
H 4.685 1.712 3.369
H 3.915 4.066 3.336
H 2.290 4.798 1.612
H 1.507 3.221 -0.097
N -1.497 7.299 7.710
C -1.809 6.407 7.056
C -2.204 5.288 6.246
C -1.376 4.838 5.219
C -1.757 3.767 4.436
C -2.969 3.126 4.685
C -3.798 3.572 5.709
C -3.419 4.652 6.484
N -3.352 2.026 3.895
C -4.634 1.566 3.643
C -4.485 0.502 2.813
N -3.150 0.274 2.562
C -2.506 1.196 3.219
H -0.437 5.339 5.026
H -1.125 3.447 3.619
H -4.728 3.062 5.917
H -4.060 5.000 7.283
H -5.510 2.061 4.021
H -5.255 -0.106 2.369
H -1.434 1.300 3.227
C 0.888 0.875 3.491
O 0.420 -0.045 2.573
H 1.905 0.633 3.829
H 0.262 0.904 4.401
H 0.934 1.899 3.083
```

Values from the calculation:
E_tot, eV: -102428.3039
Relative energy (zero: lowest compared OMol25 entry of this formula, charge and spin), kJ/mol: 0.0
Kohn-Sham gap, eV: 7.0
Net charge: -1

These are the Mulliken partial charges, in e, on atoms 1 to 8: number 1, Sn, carries 1.35; number 2, O, carries -0.59; number 3, C, carries 0.04; number 4, C, carries -1.30; number 5, N, carries 1.13; number 6, C, carries -0.37; number 7, C, carries 0.45; number 8, O, carries -0.87

Record 6
Below is a 2-piece molecular cluster, C4H9NO overall, with properties calculated with ωB97M-V/def2-TZVPD.

Geometry as XYZ:
```
15
Properties=species:S:1:pos:R:3
C -1.904 -0.248 -0.530
C -0.738 0.358 -0.752
C 0.591 -0.330 -0.680
C 1.832 0.191 -0.065
N 1.092 -0.904 0.570
H -2.843 0.250 -0.751
H -1.957 -1.252 -0.113
H -0.716 1.390 -1.098
H 0.742 -0.932 -1.575
H 1.828 1.120 0.498
H 2.770 -0.041 -0.570
H 1.545 -1.798 0.403
O -0.639 1.114 1.701
H -1.438 0.810 1.244
H -0.119 0.292 1.745
```

Values from the calculation:
E_tot, eV: -7829.4602
SMILES: C=C[C@H]1CN1.O
Relative energy (zero: lowest compared OMol25 entry of this formula, charge and spin), kJ/mol: 275.9
Kohn-Sham gap, eV: 10.5
Net charge: 0

These are the Mulliken partial charges, in e, on atoms 1 to 8: number 1, C, carries -0.71; number 2, C, carries -0.50; number 3, C, carries 0.09; number 4, C, carries -0.34; number 5, N, carries -0.60; number 6, H, carries 0.34; number 7, H, carries 0.28; number 8, H, carries 0.22

Record 7
Below is the molecule C9H9F2NO2 at a distorted geometry, with properties calculated with ωB97M-V/def2-TZVPD.

Geometry as XYZ:
```
23
Properties=species:S:1:pos:R:3
N 1.219 2.245 0.332
C 0.985 0.927 -0.157
O 1.196 0.849 -1.634
C -0.410 0.339 0.140
C -1.613 1.092 0.072
C -2.790 0.424 0.212
C -2.724 -0.895 0.447
C -1.590 -1.699 0.458
C -0.362 -1.013 0.363
C 1.005 -1.499 -0.008
O 1.075 -1.687 -1.419
C 1.842 -0.269 0.371
F 1.932 -0.246 1.736
F 3.187 -0.347 -0.071
H 0.818 2.576 1.181
H 2.229 2.293 0.461
H 2.003 1.207 -1.950
H -1.434 2.108 -0.211
H -3.672 0.911 0.009
H -3.732 -1.430 0.590
H -1.656 -2.737 0.429
H 1.399 -2.408 0.381
H 1.091 -0.741 -1.730
```

Values from the calculation:
E_tot, eV: -20498.2180
SMILES: N[C@]1(O)c2ccccc2[C@@H](O)C1(F)F
Kohn-Sham gap, eV: 10.4
Net charge: 0

These are the Mulliken partial charges, in e, on atoms 1 to 8: number 1, N, carries -0.64; number 2, C, carries 0.56; number 3, O, carries -0.52; number 4, C, carries 0.17; number 5, C, carries -0.51; number 6, C, carries -0.85; number 7, C, carries -0.15; number 8, C, carries -0.98

Record 8
Below is a 2-piece molecular cluster, C20H44BCl2NO3 overall at a distorted geometry, with properties calculated with ωB97M-V/def2-TZVPD.

Geometry as XYZ:
```
71
Properties=species:S:1:pos:R:3
C -4.326 2.052 -2.383
C -3.701 0.640 -2.368
C -2.591 0.536 -1.337
O -2.675 -0.580 -0.502
B -1.389 -0.519 0.304
C -1.763 0.220 1.721
C -0.698 1.131 2.342
C -0.390 2.391 1.509
C -0.136 3.624 2.381
C 1.177 3.586 3.166
N 1.126 2.857 4.440
C -0.824 -2.056 0.423
C 0.343 -2.199 1.411
C 1.600 -2.762 0.746
C 1.497 -4.279 0.608
C 2.830 -2.386 1.553
O -0.467 0.241 -0.616
C -1.111 0.446 -1.828
C -0.653 1.758 -2.493
C 0.827 2.032 -2.212
C 1.304 3.142 -3.114
Cl 2.925 3.747 -2.603
C -1.029 -0.751 -2.773
C 0.376 -1.253 -3.084
C 0.386 -2.757 -3.402
Cl 1.091 -0.398 -4.513
H -3.628 2.812 -2.048
H -5.204 2.088 -1.748
H -4.656 2.335 -3.380
H -3.352 0.441 -3.378
H -4.506 -0.047 -2.138
H -2.608 1.436 -0.701
H -1.968 -0.570 2.451
H -2.691 0.780 1.620
H 0.232 0.609 2.567
H -1.076 1.480 3.304
H -1.233 2.589 0.855
H 0.506 2.240 0.918
H -0.958 3.746 3.089
H -0.128 4.529 1.776
H 1.935 3.119 2.540
H 1.481 4.608 3.382
H 1.661 2.004 4.424
H 0.183 2.694 4.757
H -0.449 -2.385 -0.546
H -1.636 -2.745 0.655
H 0.100 -2.844 2.263
H 0.622 -1.225 1.813
H 1.696 -2.299 -0.230
H 0.457 -4.586 0.567
H 2.017 -4.786 1.418
H 1.971 -4.630 -0.306
H 2.774 -1.352 1.888
H 2.918 -3.013 2.443
H 3.738 -2.459 0.958
H -0.865 1.722 -3.557
H -1.204 2.561 -2.004
H 0.933 2.349 -1.181
H 1.455 1.163 -2.349
H 1.424 2.767 -4.121
H 0.614 3.973 -3.090
H -1.510 -0.525 -3.722
H -1.573 -1.589 -2.359
H 1.003 -1.095 -2.215
H 0.965 -3.307 -2.665
H 0.812 -2.959 -4.375
H -0.616 -3.175 -3.397
O 4.165 -3.629 4.428
H 5.097 -3.753 4.706
H 3.665 -3.053 5.047
H 3.705 -4.482 4.267
```

Values from the calculation:
E_tot, eV: -54804.6272
Kohn-Sham gap, eV: 2.8
Net charge: 0

These are the Mulliken partial charges, in e, on atoms 1 to 8: number 1, C, carries -1.34; number 2, C, carries -1.04; number 3, C, carries 0.10; number 4, O, carries -0.70; number 5, B, carries 1.48; number 6, C, carries -1.85; number 7, C, carries 0.40; number 8, C, carries 0.97

Record 9
Below is a 6-piece molecular cluster, C10H30BrO5 overall at a distorted geometry, with properties calculated with ωB97M-V/def2-TZVPD.

Geometry as XYZ:
```
46
Properties=species:S:1:pos:R:3
Br 1.198 -1.859 -0.692
C -2.006 4.492 0.179
C -1.337 3.253 -0.396
O -0.573 2.555 0.596
H -2.807 4.896 -0.440
H -1.244 5.233 0.423
H -2.510 4.242 1.112
H -0.702 3.546 -1.232
H -2.050 2.517 -0.766
H -0.312 1.695 0.257
C -5.754 -1.866 -0.723
C -4.364 -1.276 -0.518
O -3.558 -1.413 -1.675
H -6.256 -1.293 -1.503
H -6.363 -1.693 0.164
H -5.718 -2.932 -0.947
H -3.829 -1.732 0.314
H -4.405 -0.221 -0.248
H -2.645 -1.481 -1.385
C 5.641 1.645 0.944
C 5.107 0.760 2.005
O 6.172 -0.128 2.346
H 4.869 2.250 0.470
H 6.046 1.034 0.137
H 6.418 2.320 1.303
H 4.266 0.121 1.738
H 4.770 1.325 2.875
H 5.853 -0.731 3.021
C -2.158 -5.218 4.244
C -0.885 -4.477 3.842
O -1.132 -3.157 3.376
H -2.764 -5.511 3.387
H -2.715 -4.636 4.978
H -1.857 -6.136 4.748
H -0.465 -5.098 3.050
H -0.195 -4.522 4.685
H -0.407 -2.917 2.794
C 1.318 2.004 -5.185
C 2.778 1.862 -4.724
O 2.813 1.855 -3.330
H 0.814 2.959 -5.033
H 0.660 1.250 -4.752
H 1.242 1.811 -6.255
H 3.305 2.677 -5.220
H 3.296 0.945 -5.004
H 2.445 1.048 -2.961
```

Values from the calculation:
E_tot, eV: -91137.3224
Relative energy (zero: lowest compared OMol25 entry of this formula, charge and spin), kJ/mol: 202.5
Kohn-Sham gap, eV: 7.2
Net charge: -1

These are the Mulliken partial charges, in e, on atoms 1 to 8: number 1, Br, carries -0.96; number 2, C, carries -1.06; number 3, C, carries -0.03; number 4, O, carries -0.54; number 5, H, carries 0.34; number 6, H, carries 0.27; number 7, H, carries 0.28; number 8, H, carries 0.20